Entry from OMol25: a molecular structure, C18H33Br2O10PS5 in a non-equilibrium geometry (ωB97M-V/def2-TZVPD).

The geometry in XYZ format:
```
69
C18H33Br2O10PS5, DFT ωB97M-V/def2-TZVPD
O -1.50 -1.38 -3.57
C -0.63 -0.63 -3.24
C 0.71 -1.24 -2.82
C 1.89 -0.32 -2.74
O 2.66 -0.42 -3.98
S 4.01 0.35 -3.66
O 5.07 -0.02 -4.52
O 3.75 1.73 -3.47
O 4.20 -0.43 -2.28
C 2.93 -0.48 -1.59
Br 2.91 -2.17 -0.64
P 3.10 1.02 -0.37
O 3.30 0.28 1.06
Br 1.04 1.85 -0.21
C -0.87 0.84 -3.22
C -1.69 1.39 -2.24
C -1.89 2.77 -2.24
C -1.27 3.57 -3.19
C -0.46 3.01 -4.17
C -0.25 1.64 -4.19
H 0.52 -1.77 -1.89
H 0.91 -1.99 -3.57
H 1.64 0.74 -2.70
H 2.43 0.01 1.39
H -2.17 0.79 -1.48
H -2.51 3.20 -1.47
H -1.40 4.64 -3.19
H 0.02 3.62 -4.92
H 0.38 1.16 -4.92
C -5.08 -0.61 -0.19
S -4.74 0.88 0.75
O -3.28 1.14 0.63
C -5.02 0.17 2.37
H -4.92 -0.39 -1.24
H -4.40 -1.40 0.13
H -6.12 -0.91 -0.03
H -4.35 -0.68 2.52
H -6.06 -0.15 2.45
H -4.81 0.93 3.11
C 6.73 0.88 4.10
S 4.94 0.67 4.17
O 4.40 1.80 4.98
C 4.96 -0.78 5.24
H 6.94 1.77 3.51
H 7.12 1.01 5.11
H 7.18 0.01 3.62
H 5.48 -0.54 6.17
H 5.47 -1.60 4.72
H 3.94 -1.06 5.45
C -6.59 2.49 -5.08
S -5.25 2.07 -3.95
O -4.68 3.35 -3.47
C -4.14 1.42 -5.20
H -7.38 2.96 -4.50
H -6.22 3.19 -5.83
H -6.97 1.59 -5.55
H -3.93 2.19 -5.94
H -4.59 0.54 -5.66
H -3.21 1.13 -4.70
C 1.56 -4.85 5.38
S 1.84 -3.38 6.38
O 3.27 -3.01 6.23
C 1.67 -4.19 7.97
H 1.67 -4.57 4.34
H 2.30 -5.60 5.64
H 0.56 -5.22 5.56
H 2.40 -4.99 8.05
H 0.66 -4.58 8.07
H 1.85 -3.44 8.74
```

The calculation puts the total energy at -243222.8369 eV. Its highest occupied orbital energy is -8.4037 eV. The HOMO-LUMO gap is 0.3087 Eh. The largest force on an atom is 1.01 eV Å⁻¹.